1.
{"formula": "C3H5NO2", "method": "ωB97M-V/def2-TZVPD", "orbital_gap_ev": 11.48, "smiles": "N#C[C@H](O)CO", "fmax_ev_per_a": 1.1, "multiplicity": 1, "e_above_lowest_kcal_mol": 35.8, "energy_ev": -8776.1443, "molar_mass_g_mol": 87.1, "species": ["N", "C", "C", "O", "C", "O", "H", "H", "H", "H", "H"], "xyz": [[-2.640241, -0.967853, -0.979617], [-1.768251, -0.442574, -0.432661], [-0.641116, 0.215523, 0.259026], [-0.668491, 1.580769, -0.073661], [0.676184, -0.438657, -0.156810], [1.691225, 0.259077, 0.539741], [-0.773791, 0.070683, 1.342336], [0.244503, 1.897300, -0.068042], [0.795247, -0.332479, -1.245840], [0.658919, -1.505764, 0.094544], [2.425813, -0.336025, 0.720979]], "forces_ev_per_a": [[0.855, 0.460, 0.541], [-0.769, -0.467, -0.465], [-0.022, -0.253, 0.013], [0.145, 0.152, -0.076], [-0.245, -0.171, -0.167], [0.175, -0.069, 0.056], [0.009, 0.049, -0.163], [-0.069, 0.030, 0.140], [0.016, -0.027, 0.196], [-0.038, 0.157, -0.009], [-0.056, 0.139, -0.067]]}

2.
{"formula": "C41H55BrF23I2N2O20PS", "method": "ωB97M-V/def2-TZVPD", "orbital_gap_ev": 8.47, "fmax_ev_per_a": 2.4, "multiplicity": 1, "e_above_lowest_kcal_mol": 0.0, "energy_ev": -256206.1724, "molar_mass_g_mol": 1729.6, "species": ["C", "C", "C", "F", "O", "C", "N", "C", "C", "O", "I", "C", "Br", "I", "O", "C", "C", "C", "C", "C", "O", "C", "P", "N", "S", "O", "O", "F", "H", "H", "H", "H", "H", "H", "H", "H", "H", "H", "H", "H", "H", "H", "H", "H", "H", "H", "H", "H", "C", "C", "O", "C", "O", "C", "F", "F", "F", "H", "H", "H", "H", "H", "C", "C", "O", "C", "O", "C", "F", "F", "F", "H", "H", "H", "H", "H", "C", "C", "O", "C", "O", "C", "F", "F", "F", "H", "H", "H", "H", "H", "C", "C", "O", "C", "O", "C", "F", "F", "F", "H", "H", "H", "H", "H", "C", "C", "O", "C", "O", "C", "F", "F", "F", "H", "H", "H", "H", "H", "C", "C", "O", "C", "O", "C", "F", "F", "F", "H", "H", "H", "H", "H", "C", "C", "O", "C", "O", "C", "F", "F", "F", "H", "H", "H", "H", "H"], "xyz": [[-2.897564, 1.267857, 3.566274], [-3.568852, 0.379253, 3.153816], [-4.266977, -0.827625, 2.712941], [-4.688002, -1.533716, 3.796144], [-3.427446, -1.487463, 1.866705], [-3.330731, -2.904889, 1.779306], [-2.559929, -3.386662, 2.897493], [-4.669513, -3.639398, 1.562543], [-4.798831, -4.924370, 2.360312], [-4.589609, -6.007552, 1.939676], [-5.470060, -4.791963, 4.436953], [-2.351850, -3.053888, 0.531223], [-3.228503, -2.106950, -1.002024], [-2.052137, -5.056815, -0.135489], [-1.252970, -2.324122, 0.845421], [0.075315, -2.800634, 0.647055], [0.514124, -3.705259, 1.784507], [1.983678, -4.160341, 1.700312], [2.725757, -3.955212, 3.019158], [2.447572, -5.051195, 4.056020], [1.258067, -5.781035, 3.783789], [0.193772, -5.507589, 4.668491], [1.089138, -1.238184, 0.686947], [1.582852, -0.804141, -0.738554], [-5.836184, -0.146835, 1.838104], [-5.554430, 1.208305, 1.515122], [-6.956482, -0.415524, 2.671044], [-5.974589, -0.909681, 0.507936], [-2.251421, 2.072120, 3.824321], [-2.157827, -4.293672, 2.689886], [-3.130161, -3.501974, 3.727614], [-5.533496, -3.039635, 1.834612], [-4.834508, -3.931094, 0.532397], [0.288862, -3.199579, -0.340612], [0.370919, -3.136933, 2.700126], [-0.108447, -4.587901, 1.876566], [1.997006, -5.220074, 1.465153], [2.525554, -3.650380, 0.909011], [2.470132, -2.990052, 3.446618], [3.795799, -3.924232, 2.828669], [2.358132, -4.602815, 5.041575], [3.267496, -5.761659, 4.086238], [0.303912, -6.101092, 5.573064], [-0.736625, -5.769944, 4.177465], [0.135228, -4.451096, 4.927654], [2.128009, -1.430254, 1.610883], [0.191491, -0.298677, 1.226550], [2.589942, -0.728901, -0.783032], [-2.916742, 3.010528, 0.008940], [-2.493189, 1.732233, -0.680552], [-1.529166, 2.003436, -1.722841], [-0.269793, 2.106896, -1.359451], [0.184589, 1.981114, -0.260969], [0.591662, 2.392373, -2.605061], [0.037077, 3.328391, -3.382640], [0.737842, 1.293291, -3.342906], [1.804973, 2.819046, -2.245813], [-3.288062, 3.723746, -0.727301], [-3.709839, 2.800032, 0.724899], [-2.086674, 3.483543, 0.534978], [-3.341294, 1.275532, -1.185160], [-2.094122, 0.998504, 0.019478], [-5.111156, 0.847544, -7.222486], [-5.741343, 0.143298, -6.041549], [-5.048079, -1.083030, -5.734243], [-3.954653, -0.961324, -5.001296], [-3.486245, 0.046595, -4.569265], [-3.362621, -2.354147, -4.722261], [-3.354637, -3.114528, -5.820835], [-4.103097, -2.971742, -3.790035], [-2.118995, -2.255838, -4.277622], [-5.065928, 0.180397, -8.083309], [-5.694379, 1.727684, -7.489357], [-4.094133, 1.163099, -6.992998], [-6.761884, -0.154221, -6.270277], [-5.769674, 0.782280, -5.160521], [3.419538, 2.860890, -4.786168], [3.472415, 1.682902, -5.729768], [3.760778, 2.107612, -7.081425], [5.031348, 2.321591, -7.358903], [5.963132, 2.206130, -6.620533], [5.175942, 2.719723, -8.839536], [4.248379, 3.611566, -9.195375], [5.036663, 1.637923, -9.614948], [6.373537, 3.246561, -9.065056], [2.699943, 3.602356, -5.135656], [3.130181, 2.538472, -3.784851], [4.392619, 3.350512, -4.724499], [2.507373, 1.185456, -5.782430], [4.209641, 0.947244, -5.412731], [1.721605, -11.213903, 0.633492], [1.684477, -10.802132, -0.821364], [1.244533, -9.435800, -0.965530], [2.168436, -8.507900, -0.789881], [3.318900, -8.673966, -0.526827], [1.549339, -7.118095, -1.021168], [0.356733, -7.010872, -0.418414], [1.370907, -6.903331, -2.328499], [2.339354, -6.163302, -0.545874], [0.750702, -11.048732, 1.100737], [1.977942, -12.268890, 0.717952], [2.459222, -10.633377, 1.186283], [0.958796, -11.396039, -1.371530], [2.652964, -10.930388, -1.301403], [7.486054, 3.116764, -3.300355], [7.369589, 4.439813, -2.575906], [6.230964, 4.451246, -1.688066], [6.406724, 3.897768, -0.501870], [7.400314, 3.395524, -0.075547], [5.105736, 4.024256, 0.310745], [4.046226, 3.724673, -0.438697], [4.957322, 5.284091, 0.755896], [5.117039, 3.217368, 1.363897], [6.560507, 2.886018, -3.828587], [8.299594, 3.155494, -4.022850], [7.681897, 2.304129, -2.601381], [7.190787, 5.248335, -3.280553], [8.273780, 4.677289, -2.017971], [-7.125332, -0.060353, 6.232956], [-6.353513, 0.453374, 7.427376], [-6.069845, 1.861081, 7.301563], [-7.041061, 2.684323, 7.656276], [-8.120240, 2.390204, 8.068516], [-6.560595, 4.139394, 7.503572], [-5.909382, 4.316759, 6.351128], [-5.727636, 4.446550, 8.506052], [-7.588856, 4.975574, 7.539837], [-6.598663, 0.172197, 5.307926], [-7.263879, -1.139175, 6.294306], [-8.107082, 0.408125, 6.174436], [-5.381515, -0.030766, 7.493131], [-6.880297, 0.261801, 8.360905], [3.460067, 8.044834, 0.159810], [4.518467, 8.405000, 1.178526], [5.176604, 9.639804, 0.826097], [4.550626, 10.750865, 1.171198], [3.506649, 10.843464, 1.739840], [5.402484, 11.967742, 0.764933], [5.895728, 11.824672, -0.468014], [6.428931, 12.104167, 1.613163], [4.676406, 13.077219, 0.801418], [3.892070, 8.008382, -0.840668], [3.025657, 7.073863, 0.389598], [2.661988, 8.786582, 0.145978], [5.300758, 7.652504, 1.197247], [4.103480, 8.475570, 2.182513]], "forces_ev_per_a": [[0.521, 0.605, -0.046], [-0.357, -0.698, 0.054], [0.412, 0.538, -0.275], [-0.045, -0.245, -0.490], [-0.597, -0.079, 0.175], [0.807, -0.907, -0.349], [-0.167, 0.048, 0.370], [-0.715, 0.156, 0.341], [0.177, -0.566, -0.077], [-0.093, 0.176, 0.032], [-0.082, 0.132, -0.084], [-0.719, 1.038, -0.151], [0.035, -0.167, 0.103], [-0.147, -0.104, 0.051], [0.128, -0.527, -0.224], [0.854, 0.520, 0.856], [0.345, -0.063, 0.152], [-0.193, -0.131, 0.296], [0.049, -0.074, -0.043], [-0.246, -0.022, 0.014], [-0.058, 0.084, -0.188], [0.185, -0.007, -0.108], [0.205, 0.580, -1.576], [0.099, -0.268, 0.323], [-0.267, 1.580, 1.720], [0.202, -0.228, -0.578], [-0.055, -0.721, -0.340], [0.106, -0.655, -0.344], [-0.075, 0.070, 0.180], [0.101, -0.027, -0.073], [-0.003, 0.137, 0.048], [0.028, 0.277, 0.133], [0.244, 0.042, -0.322], [-0.408, -0.140, -0.267], [-0.130, 0.096, 0.242], [-0.173, -0.031, -0.089], [0.088, 0.046, -0.110], [0.019, 0.110, -0.227], [-0.096, 0.272, -0.015], [0.181, -0.033, 0.028], [0.171, 0.031, 0.267], [0.111, -0.185, -0.059], [-0.107, -0.032, 0.263], [-0.152, -0.216, -0.108], [0.053, 0.192, 0.070], [-0.299, -0.065, 0.442], [-0.047, -0.263, 0.455], [0.046, 0.075, -0.229], [0.154, 0.155, -0.065], [-0.312, -0.025, 0.271], [-0.263, -0.095, -0.134], [0.014, -0.183, 0.221], [0.030, 0.205, 0.053], [0.154, 0.029, 0.019], [-0.032, 0.162, 0.005], [0.017, -0.191, -0.065], [-0.235, 0.027, 0.311], [-0.081, -0.015, 0.002], [-0.020, -0.041, -0.012], [0.044, -0.104, 0.021], [0.082, 0.010, -0.168], [0.179, 0.040, -0.032], [0.238, -0.132, -0.008], [-0.297, 0.356, -0.180], [-0.078, -0.101, 0.011], [-0.175, 0.003, -0.120], [0.165, 0.160, 0.170], [0.130, -0.122, -0.068], [-0.049, -0.028, -0.029], [-0.086, -0.072, -0.135], [0.064, 0.039, 0.068], [-0.091, 0.013, -0.023], [-0.032, 0.002, 0.012], [-0.025, 0.060, 0.055], [0.037, -0.170, 0.006], [0.152, -0.054, 0.067], [0.206, 0.165, -0.057], [-0.225, -0.129, 0.450], [-0.063, -0.083, -0.072], [-0.187, -0.050, 0.071], [0.246, 0.027, 0.070], [0.043, 0.089, -0.023], [-0.029, 0.041, -0.046], [-0.017, -0.067, -0.051], [0.070, 0.014, -0.023], [-0.084, -0.062, 0.035], [0.192, -0.008, -0.348], [0.000, -0.042, 0.023], [-0.034, 0.051, -0.165], [0.124, 0.051, -0.100], [-0.015, 0.251, 0.116], [0.044, -0.505, 0.053], [-0.093, 0.035, -0.093], [-0.136, -0.180, -0.042], [0.264, 0.079, 0.073], [-0.048, 0.150, -0.045], [0.082, -0.105, 0.031], [-0.015, -0.043, -0.050], [0.082, -0.075, -0.123], [-0.036, -0.079, -0.035], [-0.003, -0.021, -0.030], [0.064, -0.037, -0.038], [-0.106, 0.139, -0.032], [0.057, 0.166, 0.027], [-0.195, -0.137, 0.188], [0.337, -0.008, -0.394], [-0.072, 0.117, -0.008], [0.015, 0.135, -0.192], [0.166, -0.136, 0.178], [-0.206, -0.146, 0.045], [-0.113, 0.005, -0.014], [0.061, 0.042, -0.011], [0.087, -0.033, 0.047], [0.062, 0.050, -0.093], [-0.004, 0.027, -0.028], [0.080, 0.028, 0.022], [-0.165, 0.038, 0.063], [-0.055, -0.069, 0.155], [-0.108, 0.304, -0.150], [0.005, -0.594, 0.000], [0.144, 0.016, 0.020], [0.145, -0.153, -0.040], [-0.250, 0.042, 0.091], [-0.048, 0.044, -0.063], [0.037, 0.044, -0.045], [0.063, 0.021, 0.057], [-0.054, 0.062, 0.019], [0.055, -0.089, 0.002], [0.057, -0.013, 0.048], [-0.039, -0.042, 0.061], [0.096, 0.162, -0.040], [-0.087, 0.183, 0.010], [-0.067, 0.274, -0.148], [-0.201, -0.497, 0.022], [0.143, -0.015, 0.035], [0.098, -0.207, -0.028], [-0.215, 0.130, 0.109], [-0.041, 0.047, -0.063], [0.039, 0.028, -0.054], [0.074, 0.008, 0.046], [-0.030, 0.078, 0.016], [0.048, -0.103, 0.017], [0.032, -0.023, 0.030], [-0.024, -0.015, 0.084], [0.162, 0.137, -0.065], [-0.031, 0.207, -0.007]]}

3.
{"formula": "C18H44AlN2O10S", "method": "ωB97M-V/def2-TZVPD", "charge": -1, "orbital_gap_ev": 7.46, "fmax_ev_per_a": 1.8, "multiplicity": 1, "energy_ev": -60261.4747, "molar_mass_g_mol": 507.6, "species": ["O", "N", "O", "C", "Al", "N", "C", "S", "H", "H", "H", "H", "C", "O", "C", "C", "O", "C", "H", "H", "H", "H", "H", "H", "H", "H", "H", "H", "C", "O", "C", "C", "O", "C", "H", "H", "H", "H", "H", "H", "H", "H", "H", "H", "C", "O", "C", "C", "O", "C", "H", "H", "H", "H", "H", "H", "H", "H", "H", "H", "C", "O", "C", "C", "O", "C", "H", "H", "H", "H", "H", "H", "H", "H", "H", "H"], "xyz": [[2.886543, 1.144097, 5.459395], [1.798700, 0.911445, 5.815259], [1.803770, -0.065338, 6.830776], [1.536608, -1.398459, 6.241623], [2.619072, -2.756704, 7.256722], [2.636842, -4.267216, 6.021398], [3.039973, -4.129735, 4.907368], [3.555699, -3.953963, 3.417461], [1.827078, -1.346190, 5.187208], [0.451105, -1.547495, 6.278839], [4.117183, -2.205961, 7.450041], [1.893154, -3.194586, 8.629167], [4.233347, 1.167880, -0.116518], [2.863514, 1.481845, -0.245535], [2.067567, 0.420082, -0.738259], [1.371999, -0.332390, 0.370829], [2.273472, -1.005997, 1.212815], [2.542142, -0.338058, 2.434585], [4.691069, 1.976688, 0.450089], [4.381347, 0.226444, 0.417253], [4.721146, 1.101341, -1.097233], [2.680645, -0.275954, -1.323907], [1.314844, 0.853874, -1.404569], [0.714470, -1.086690, -0.078506], [0.746933, 0.362093, 0.946083], [1.681978, -0.388577, 3.106667], [2.793167, 0.711051, 2.254632], [3.377945, -0.846066, 2.907687], [-3.283018, 0.297938, -5.081456], [-2.209567, -0.250305, -5.823519], [-1.065687, 0.575187, -5.888669], [-0.012157, 0.165952, -4.886129], [-0.453705, 0.321881, -3.553044], [-0.899048, -0.876622, -2.949206], [-3.983222, -0.511853, -4.884896], [-2.939265, 0.707334, -4.128643], [-3.793108, 1.089126, -5.643185], [-1.341551, 1.621777, -5.716362], [-0.648051, 0.494191, -6.896709], [0.873063, 0.795031, -5.020367], [0.279348, -0.874153, -5.070189], [-0.052935, -1.524854, -2.692756], [-1.583420, -1.422722, -3.603504], [-1.419451, -0.604172, -2.032561], [2.753955, 6.482816, 2.397933], [3.438199, 5.275781, 2.632876], [2.820124, 4.441534, 3.600955], [1.992909, 3.340962, 2.989804], [0.895510, 3.844793, 2.240449], [1.120757, 3.863701, 0.849581], [3.200558, 6.935819, 1.513683], [1.688478, 6.314345, 2.217559], [2.860291, 7.178154, 3.240267], [2.188203, 5.046128, 4.261669], [3.609222, 3.988418, 4.205100], [1.600405, 2.713406, 3.790786], [2.627885, 2.716486, 2.351067], [1.100593, 2.852200, 0.424934], [2.081104, 4.323152, 0.600799], [0.315805, 4.446075, 0.402959], [-6.759636, -2.272265, -3.051711], [-5.378859, -1.983429, -3.093131], [-4.646346, -2.463950, -1.980377], [-3.900935, -3.737186, -2.292970], [-4.771975, -4.807603, -2.602750], [-4.912576, -5.056698, -3.984619], [-7.159423, -2.052593, -4.040202], [-6.941277, -3.323573, -2.813718], [-7.277539, -1.648034, -2.314923], [-5.316080, -2.628701, -1.129939], [-3.923130, -1.693588, -1.697125], [-3.309793, -4.024328, -1.419174], [-3.211345, -3.558353, -3.126109], [-4.010625, -5.519936, -4.401322], [-5.124200, -4.139122, -4.539406], [-5.745629, -5.747464, -4.098538]], "forces_ev_per_a": [[0.450, 0.471, -0.162], [-0.404, -0.610, 0.164], [0.213, 0.067, 0.088], [-0.419, 0.420, -0.071], [0.026, -0.050, 0.321], [0.470, 0.506, -0.891], [-0.671, -0.414, 1.664], [0.287, 0.046, -0.855], [0.072, -0.199, 0.026], [-0.001, -0.060, -0.118], [0.006, -0.134, -0.050], [0.011, -0.054, -0.081], [0.077, -0.067, 0.050], [0.070, 0.030, -0.050], [0.020, -0.019, -0.164], [-0.192, -0.068, 0.100], [0.174, -0.102, -0.019], [0.003, 0.077, -0.095], [0.044, 0.026, 0.000], [0.024, 0.007, 0.004], [-0.040, -0.008, 0.001], [-0.003, 0.022, -0.009], [-0.005, -0.020, -0.024], [-0.022, 0.049, -0.003], [-0.017, -0.015, 0.008], [-0.085, 0.027, -0.003], [0.032, -0.122, 0.090], [0.016, -0.052, 0.018], [-0.019, -0.042, 0.083], [-0.015, -0.123, -0.072], [-0.075, 0.173, 0.001], [0.154, -0.135, 0.005], [-0.079, 0.105, 0.076], [0.033, -0.047, -0.007], [-0.046, 0.026, 0.009], [-0.024, 0.006, 0.013], [0.041, 0.001, -0.022], [0.002, 0.011, -0.035], [0.005, 0.001, -0.005], [0.000, -0.002, -0.003], [0.033, 0.000, 0.000], [-0.013, -0.008, -0.026], [-0.018, -0.014, 0.017], [0.017, 0.017, 0.030], [-0.086, 0.036, -0.049], [0.115, -0.094, -0.062], [-0.039, 0.158, 0.211], [-0.004, -0.139, -0.234], [-0.035, 0.096, 0.256], [-0.117, -0.128, -0.239], [-0.008, 0.036, -0.001], [0.011, 0.015, -0.025], [0.009, -0.038, 0.026], [0.025, 0.002, 0.038], [0.015, -0.003, 0.017], [-0.026, -0.026, 0.004], [-0.057, 0.079, 0.018], [0.056, 0.210, 0.104], [0.004, -0.023, -0.036], [-0.027, 0.059, -0.005], [-0.028, -0.064, 0.014], [0.103, 0.062, -0.140], [-0.117, 0.104, 0.159], [0.181, -0.058, -0.140], [-0.101, -0.028, 0.109], [0.008, 0.017, -0.051], [-0.036, 0.008, 0.001], [-0.023, 0.000, -0.024], [0.033, 0.000, 0.023], [0.004, 0.014, 0.021], [-0.008, 0.012, 0.007], [0.006, -0.008, 0.002], [0.028, -0.014, 0.015], [0.011, 0.023, 0.029], [-0.022, -0.007, -0.019], [-0.007, -0.028, -0.033]]}